(1)
Density functional theory data (wB97M-V/def2-TZVPD) for a 2-piece molecular cluster, C6H7NO overall in a non-equilibrium geometry.

Atoms and positions in Å:
O -0.85 1.17 -2.60
N -1.21 -0.74 0.02
C -1.36 0.31 0.87
C 0.30 -2.06 -1.46
C 1.18 1.47 -1.25
C 0.10 1.30 -1.94
C -1.31 0.23 2.19
C -0.40 -1.31 -0.67
H -1.65 1.23 0.37
H 2.04 1.91 -1.71
H -1.56 1.08 2.81
H 0.79 -2.95 -1.10
H -1.04 -0.68 2.70
H 1.25 1.18 -0.22
H 0.43 -1.79 -2.49

HOMO-LUMO gap   0.3374 hartree
LUMO level   0.89 eV
Energy relative to the best compared isomer or geometry (same formula, charge and spin)   71.9 kcal/mol
HOMO level   -8.29 eV
Electronic energy   -9869.539 eV
SMILES string   C=C=NC=C.C=C=O

=====

(2)
Density functional theory data (wB97M-V/def2-TZVPD) for an isolated ion of composition C14H32Br2N2 and charge +2 in a non-equilibrium geometry.

Atoms and positions in Å:
Br 2.52 -5.37 -4.07
Br 1.92 2.07 4.90
N -0.13 3.75 2.58
N -0.23 -3.43 -2.88
C 0.68 -4.26 -2.00
C -0.44 4.80 1.56
C 0.53 -2.84 -4.03
C -1.31 -4.23 -3.54
C -0.57 1.76 0.96
C 0.24 0.61 0.29
C 0.09 -1.41 -1.37
C -0.64 -0.24 -0.67
C -0.87 -2.38 -2.04
C 1.22 -5.57 -2.58
C 1.06 3.81 4.86
C 0.33 2.50 2.01
C -1.36 3.44 3.35
C 0.94 4.38 3.43
H 0.68 -1.90 -0.61
H 0.13 -4.54 -1.10
H 0.47 1.82 2.86
H -1.89 -3.64 -4.19
H 1.09 1.03 -0.26
H -1.44 1.32 1.47
H -2.01 -4.65 -2.87
H -1.44 -2.86 -1.22
H 1.92 4.34 2.98
H -1.17 2.57 4.01
H 0.82 -1.02 -2.09
H -0.91 2.46 0.16
H 0.80 -3.60 -4.73
H -0.91 -5.06 -4.15
H -1.16 0.40 -1.38
H 1.66 4.46 5.48
H -1.26 4.50 0.93
H 1.76 -6.15 -1.85
H -2.21 3.21 2.69
H 1.45 -2.35 -3.68
H 0.39 -6.19 -2.90
H 1.54 -3.69 -1.66
H 0.70 -0.05 1.06
H -1.60 -1.81 -2.62
H 1.34 2.68 1.56
H -0.11 -2.14 -4.60
H -0.72 5.75 2.05
H -1.48 -0.67 -0.06
H 0.67 5.45 3.56
H -1.63 4.25 4.03
H 0.10 3.74 5.39
H 0.44 4.96 0.96

HOMO-LUMO gap   0.4019 hartree
LUMO level   -4.36 eV
Net charge   +2
HOMO level   -15.30 eV
Electronic energy   -158087.284 eV
SMILES string   C[N+](C)(CCBr)CCCCCC[N+](C)(C)CCBr

=====

(3)
Density functional theory data (wB97M-V/def2-TZVPD) for one molecule with the formula C21H22FN3O3S in a non-equilibrium geometry.

Atoms and positions in Å:
S -0.41 3.46 -0.42
F 6.20 -2.50 0.92
O 1.62 1.74 -0.22
O 0.58 1.37 2.63
O -5.10 -0.73 -0.16
N 0.49 1.52 -2.09
N 1.45 0.59 -2.08
N -2.02 -0.55 -0.55
C -0.20 1.63 1.73
C 4.64 -0.78 1.32
C -0.57 -2.59 -0.93
C -3.06 1.64 0.00
C 5.21 -1.71 0.47
C -5.08 -2.65 1.18
C -3.91 -2.75 0.20
C -0.84 0.61 0.92
C -4.25 -1.66 -0.83
C -0.40 3.10 1.37
C -0.20 -0.64 0.70
C 3.18 -0.11 -0.47
C 0.60 2.18 -0.98
C -0.92 -1.32 -0.23
C 4.78 -1.87 -0.84
C 3.76 -1.06 -1.31
C -1.98 0.62 0.13
C -3.04 -0.95 -1.48
C -5.34 -1.15 1.17
C 2.11 0.71 -0.96
C 3.62 0.02 0.85
H 0.72 -0.96 1.16
H 3.15 0.74 1.50
H -4.84 -2.09 -1.65
H 5.25 -2.60 -1.47
H -5.94 -3.19 0.79
H -6.36 -0.88 1.43
H 3.40 -1.15 -2.32
H -4.84 -3.03 2.17
H -1.37 3.46 1.74
H 0.29 -3.03 -0.44
H -3.81 -3.73 -0.25
H -3.42 -0.07 -2.01
H 0.39 3.68 1.84
H -2.60 -1.63 -2.21
H -2.90 2.24 -0.90
H -4.65 -0.64 1.85
H -3.06 2.30 0.86
H -0.31 -2.39 -1.96
H -1.39 -3.31 -0.91
H -4.03 1.16 -0.08
H -2.98 -2.49 0.72
H 4.99 -0.70 2.34

HOMO-LUMO gap   0.3119 hartree
LUMO level   0.43 eV
Energy relative to the best compared isomer or geometry (same formula, charge and spin)   54.8 kcal/mol
HOMO level   -8.05 eV
Electronic energy   -46299.079 eV
SMILES string   Cc1cc(C(=O)CSc2nnc(-c3ccc(F)cc3)o2)c(C)n1C[C@H]1CCCO1

=====

(4)
Density functional theory data (wB97M-V/def2-TZVPD) for one molecule with the formula C21H25F3N4O3.

Atoms and positions in Å:
F 0.61 -4.54 6.57
F 1.95 -3.02 5.86
F 1.78 -4.88 4.80
O -1.66 2.16 -3.56
O -1.80 -2.37 2.80
O 0.74 5.42 -2.29
N 0.03 3.34 -1.70
N -0.28 -1.50 1.39
N 2.11 1.70 0.63
N 1.13 1.76 -0.28
C -1.19 4.50 -3.41
C 1.09 -1.18 1.03
C -2.20 -1.41 -3.81
C 0.33 0.60 -0.60
C 1.95 3.80 -0.13
C 1.15 -0.68 -0.41
C -1.68 0.92 -4.15
C -1.78 -1.69 -5.11
C -1.20 3.27 -4.32
C -0.04 -3.36 4.62
C 1.00 3.03 -0.76
C -1.32 -0.87 0.60
C -0.03 4.50 -2.42
C 2.61 2.91 0.72
C 1.07 -3.95 5.46
C -0.93 0.57 0.29
C -1.33 -0.66 -5.91
C -2.15 -0.12 -3.33
C -0.64 -2.18 2.50
C 0.51 -2.70 3.36
C -1.27 0.64 -5.44
H -1.76 1.09 -0.19
H 0.78 -1.45 -1.08
H 2.19 -0.47 -0.66
H 1.50 -0.40 1.68
H -0.19 3.08 -4.70
H 1.09 -3.43 2.78
H -1.10 5.40 -4.02
H -1.81 -2.70 -5.48
H -2.24 -0.91 1.19
H -0.59 -2.64 5.23
H -2.49 0.12 -2.34
H 2.13 4.84 -0.28
H -0.71 1.08 1.23
H -1.49 -1.43 -0.33
H 3.42 3.11 1.40
H -1.87 3.44 -5.17
H -0.65 2.63 -1.93
H 0.05 0.67 -1.66
H 1.71 -2.07 1.12
H -0.73 -4.16 4.35
H -0.92 1.42 -6.10
H -1.01 -0.87 -6.92
H -2.56 -2.20 -3.18
H -2.13 4.54 -2.86
H 1.17 -1.87 3.63

HOMO-LUMO gap   0.3336 hartree
LUMO level   0.45 eV
Energy relative to the best compared isomer or geometry (same formula, charge and spin)   1.7 kcal/mol
HOMO level   -8.62 eV
Electronic energy   -42439.655 eV
SMILES string   O=C(CCOc1ccccc1)Nc1ccnn1C1CCN(C(=O)CCC(F)(F)F)CC1

=====

Q: What is the HOMO-LUMO gap in the first record?
A: 0.3374 hartree